(1)
Entry from the Open Molecules 2025 dataset: an isolated molecule of C6H14NO (ωB97M-V/def2-TZVPD).

M (g mol⁻¹): 116.18
Lowest unoccupied orbital energy (alpha / beta) (eV): 1.100 / -1.832
Calculated total energy (Ha): -366.88727
Spin multiplicity: 2

Bonds (Å) are listed after each position.
Geometry (Å):
1 C 0.609 1.448 0.022  N2 1.436, C5 1.544, H9 1.098, H10 1.104
2 N 1.928 1.066 -0.399  C1 1.436, C3 1.633, H11 1.016
3 C 2.543 -0.154 0.497  N2 1.633, O4 1.285, H12 1.092, H13 1.117
4 O 2.083 -1.258 0.028  C3 1.285
5 C -0.539 1.058 -0.934  C1 1.544, C6 1.529, H14 1.094, H15 1.094
6 C -1.004 -0.391 -1.081  C5 1.529, C7 1.569, H16 1.089, H17 1.101
7 C -1.990 -0.908 0.024  C6 1.569, C8 1.556, H18 1.080, H19 1.102
8 C -1.186 -1.242 1.314  C7 1.556, H20 1.084, H21 1.086, H22 1.084
9 H 0.454 1.139 1.064  C1 1.098
10 H 0.555 2.547 0.108  C1 1.104
11 H 2.078 0.979 -1.401  N2 1.016
12 H 2.234 0.148 1.500  C3 1.092
13 H 3.623 0.029 0.278  C3 1.117
14 H -1.362 1.745 -0.720  C5 1.094
15 H -0.234 1.342 -1.946  C5 1.094
16 H -1.550 -0.479 -2.020  C6 1.089
17 H -0.072 -0.970 -0.995  C6 1.101
18 H -2.356 -1.893 -0.227  C7 1.080
19 H -2.875 -0.265 0.158  C7 1.102
20 H -1.851 -1.739 2.010  C8 1.084
21 H -0.351 -1.852 0.985  C8 1.086
22 H -0.737 -0.350 1.734  C8 1.084

Want to see where the charge sits? The natural (NBO) charges in e are: -0.25, -0.47, 0.10, -0.47, -0.41, -0.42, -0.39, -0.61, 0.21, 0.21, 0.38, 0.14, 0.14, 0.20, 0.20, 0.21, 0.23, 0.20, 0.19, 0.21, 0.22, 0.18

***

(2)
Entry from the Open Molecules 2025 dataset: a cluster of 2 separate species, C6H14NO in total (ωB97M-V/def2-TZVPD).

M (g mol⁻¹): 116.18
Lowest unoccupied orbital energy (eV): -8.100
Calculated total energy (Ha): -366.62398
Charge: +1

Bonds (Å) are listed after each position.
Geometry (Å):
1 O 1.097 -0.802 -1.113  C2 1.197
2 C 0.037 -0.512 -1.589  O1 1.197, C3 1.500, H9 1.093
3 C -0.840 0.443 -0.835  C2 1.500, C4 1.409, H10 1.084
4 C -0.467 0.936 0.431  C3 1.409, C5 1.526, C6 1.603, H11 1.100
5 C -1.254 2.192 0.792  C4 1.526, H12 1.086, H13 1.090, H14 1.079
6 C -0.777 -0.288 1.419  C4 1.603, C7 1.534, H15 1.092, H16 1.095
7 C -0.544 0.066 2.893  C6 1.534, H17 1.074, H18 1.087, H19 1.089
8 N 3.049 -2.116 -3.368  H20 1.006, H21 1.007, H22 1.010
9 H -0.286 -0.900 -2.559  C2 1.093
10 H -1.759 0.834 -1.258  C3 1.084
11 H 0.617 1.119 0.449  C4 1.100
12 H -0.991 3.021 0.141  C5 1.086
13 H -2.327 2.002 0.766  C5 1.090
14 H -1.078 2.471 1.819  C5 1.079
15 H -1.790 -0.647 1.224  C6 1.092
16 H -0.120 -1.114 1.129  C6 1.095
17 H -1.415 -0.135 3.487  C7 1.074
18 H 0.318 -0.501 3.235  C7 1.087
19 H -0.212 1.098 2.994  C7 1.089
20 H 2.238 -2.000 -2.784  N8 1.006
21 H 2.837 -2.372 -4.319  N8 1.007
22 H 3.668 -2.798 -2.952  N8 1.010

Want to see where the charge sits? The natural (NBO) charges in e are: -0.35, 0.29, 0.34, -0.37, -0.62, -0.32, -0.61, -1.08, 0.18, 0.23, 0.31, 0.24, 0.23, 0.25, 0.22, 0.24, 0.25, 0.25, 0.22, 0.35, 0.37, 0.37

***

(3)
Entry from the Open Molecules 2025 dataset: a cluster of 2 separate species, C6H14NO in total (ωB97M-V/def2-TZVPD).

M (g mol⁻¹): 116.18
Lowest unoccupied orbital energy (eV): -8.832
Calculated total energy (Ha): -366.56587
Charge: +1

Bonds (Å) are listed after each position.
Geometry (Å):
1 O -1.247 1.046 -0.238  C2 1.314
2 C -0.187 1.547 0.356  O1 1.314, C3 1.409, H9 1.178
3 C 1.154 1.122 0.430  C2 1.409, C4 1.490, H10 1.118
4 C 1.753 0.244 -0.615  C3 1.490, C5 1.601, H12 1.136, H13 1.138
5 C 0.814 -0.899 -1.226  C4 1.601, C6 1.605, H14 1.126, H15 1.129
6 C 0.212 -1.933 -0.156  C5 1.605, C7 1.487, H16 1.143, H17 1.075
7 C 1.253 -2.894 0.293  C6 1.487, H18 1.093, H19 1.116, H20 1.100
8 N -3.666 3.057 0.802  H11 1.020, H21 1.011, H22 1.029
9 H -0.221 2.531 1.002  C2 1.178
10 H 1.732 1.581 1.271  C3 1.118
11 H -4.206 3.461 0.037  N8 1.020
12 H 2.723 -0.224 -0.254  C4 1.136
13 H 1.960 0.900 -1.522  C4 1.138
14 H -0.118 -0.516 -1.727  C5 1.126
15 H 1.500 -1.239 -2.056  C5 1.129
16 H -0.067 -1.329 0.773  C6 1.143
17 H -0.711 -2.351 -0.517  C6 1.075
18 H 0.967 -3.629 1.048  C7 1.093
19 H 2.097 -2.328 0.757  C7 1.116
20 H 1.619 -3.408 -0.608  C7 1.100
21 H -3.116 2.263 0.502  N8 1.011
22 H -4.246 3.001 1.650  N8 1.029

Want to see where the charge sits? The natural (NBO) charges in e are: -0.30, 0.22, 0.27, -0.56, -0.38, -0.37, -0.61, -1.10, 0.21, 0.26, 0.38, 0.29, 0.37, 0.26, 0.25, 0.18, 0.24, 0.24, 0.19, 0.22, 0.37, 0.38

***

(4)
Entry from the Open Molecules 2025 dataset: a cluster of 2 separate species, C6H14NO in total (ωB97M-V/def2-TZVPD).

M (g mol⁻¹): 116.18
Lowest unoccupied orbital energy (alpha / beta) (eV): -8.400 / -12.608
Calculated total energy (Ha): -366.22937
Charge: +2
Spin multiplicity: 2

Bonds (Å) are listed after each position.
Geometry (Å):
1 C 3.392 -1.132 -1.928  C2 1.529, H5 1.048, H6 1.084, H7 1.116
2 C 2.456 -0.406 -0.960  C1 1.529, C3 1.347, H8 1.076
3 C 1.136 -0.670 -0.900  C2 1.347, N4 1.500, H9 1.104
4 N 0.381 -0.108 0.268  C3 1.500, H10 1.023, H11 1.026, H12 1.047
5 H 2.905 -1.711 -2.654  C1 1.048
6 H 3.902 -0.316 -2.426  C1 1.084
7 H 4.102 -1.761 -1.340  C1 1.116
8 H 2.867 0.349 -0.313  C2 1.076
9 H 0.531 -1.356 -1.517  C3 1.104
10 H 0.909 0.608 0.773  N4 1.023
11 H -0.530 0.253 -0.035  N4 1.026
12 H 0.205 -0.841 0.994  N4 1.047
13 C -1.635 2.041 0.611  C14 1.505, H17 1.072, H18 1.095, H19 1.102
14 C -2.140 0.899 1.451  C13 1.505, C15 1.343, H20 1.100
15 C -2.567 -0.294 1.006  C14 1.343, O16 1.393, H21 1.094
16 O -3.077 -1.272 1.856  C15 1.393, H22 0.965
17 H -0.676 2.364 0.965  C13 1.072
18 H -1.529 1.860 -0.464  C13 1.095
19 H -2.289 2.915 0.766  C13 1.102
20 H -2.225 1.072 2.534  C14 1.100
21 H -2.465 -0.643 -0.026  C15 1.094
22 H -3.653 -1.849 1.341  O16 0.965

Want to see where the charge sits? The natural (NBO) charges in e are: -0.65, -0.05, -0.15, -0.70, 0.24, 0.26, 0.27, 0.22, 0.25, 0.45, 0.42, 0.44, -0.72, 0.04, 0.24, -0.46, 0.28, 0.25, 0.34, 0.28, 0.21, 0.54

***

(5)
Entry from the Open Molecules 2025 dataset: a cluster of 2 separate species, C6H14NO4 in total (ωB97M-V/def2-TZVPD).

M (g mol⁻¹): 164.18
Lowest unoccupied orbital energy (alpha / beta) (eV): 0.210 / 0.214
Calculated total energy (Ha): -592.47871
Spin multiplicity: 2

Bonds (Å) are listed after each position.
Geometry (Å):
1 N 2.209 2.466 -0.710  O2 1.163, O3 1.492, O4 1.231
2 O 1.968 3.510 -1.162  N1 1.163
3 O 1.127 1.623 -0.123  N1 1.492, H5 0.953
4 O 3.267 1.915 -0.404  N1 1.231
5 H 0.306 1.383 -0.543  O3 0.953
6 C -1.237 0.374 -0.354  C7 1.500, C8 1.478, O9 1.341
7 C -2.225 1.388 0.143  C6 1.500, H13 1.086, H14 1.048, H15 1.066
8 C -1.289 -0.042 -1.771  C6 1.478, H16 1.082, H17 1.066, H18 1.055
9 O -0.752 -0.391 0.635  C6 1.341, C10 1.469
10 C 0.376 -1.315 0.461  O9 1.469, C11 1.499, C12 1.478, H19 1.094
11 C 0.023 -2.563 1.212  C10 1.499, H20 1.084, H21 1.095, H22 1.093
12 C 1.607 -0.722 1.023  C10 1.478, H23 1.086, H24 1.086, H25 1.094
13 H -2.418 2.133 -0.624  C7 1.086
14 H -3.061 0.763 0.245  C7 1.048
15 H -1.960 1.818 1.082  C7 1.066
16 H -1.622 0.801 -2.360  C8 1.082
17 H -0.387 -0.456 -2.162  C8 1.066
18 H -2.062 -0.759 -1.719  C8 1.055
19 H 0.484 -1.512 -0.610  C10 1.094
20 H 0.875 -3.231 1.154  C11 1.084
21 H -0.157 -2.351 2.271  C11 1.095
22 H -0.846 -3.094 0.816  C11 1.093
23 H 2.406 -1.451 0.925  C12 1.086
24 H 1.908 0.178 0.496  C12 1.086
25 H 1.461 -0.463 2.076  C12 1.094

Want to see where the charge sits? The natural (NBO) charges in e are: 0.74, -0.28, -0.63, -0.35, 0.48, 0.28, -0.66, -0.70, -0.51, 0.10, -0.62, -0.66, 0.21, 0.21, 0.23, 0.23, 0.22, 0.21, 0.17, 0.21, 0.22, 0.21, 0.21, 0.27, 0.21

***

(6)
Entry from the Open Molecules 2025 dataset: a cluster of 2 separate species, C6H14NS in total (ωB97M-V/def2-TZVPD).

M (g mol⁻¹): 132.25
Lowest unoccupied orbital energy (eV): 3.628
Calculated total energy (Ha): -689.83549
Charge: -1

Bonds (Å) are listed after each position.
Geometry (Å):
1 C -1.167 -0.941 -0.960  C2 1.540, C4 1.523, H9 1.089, H10 1.097
2 C -2.033 -1.594 0.133  C1 1.540, S3 1.825, H11 1.096, H12 1.090
3 S -3.487 -0.581 0.568  C2 1.825
4 C -0.959 0.548 -0.716  C1 1.523, N5 1.776, C7 1.578, H13 1.101, H14 1.110
5 N 0.764 0.950 -0.561  C4 1.776, C7 1.354
6 C 3.343 -0.850 -0.320  H15 1.095, H16 1.088, H17 1.085, H18 1.076
7 C -0.043 0.884 0.525  C4 1.578, N5 1.354, C8 1.520, H19 1.089
8 C -0.283 2.154 1.325  C7 1.520, H20 1.092, H21 1.091, H22 1.090
9 H -0.215 -1.443 -1.129  C1 1.089
10 H -1.776 -1.019 -1.869  C1 1.097
11 H -1.418 -1.823 1.012  C2 1.096
12 H -2.410 -2.537 -0.262  C2 1.090
13 H -0.745 1.069 -1.662  C4 1.101
14 H -1.960 0.923 -0.419  C4 1.110
15 H 3.274 0.163 0.090  C6 1.095
16 H 4.113 -1.390 0.227  C6 1.088
17 H 3.755 -0.617 -1.296  C6 1.085
18 H 2.370 -1.291 -0.441  C6 1.076
19 H 0.040 -0.030 1.113  C7 1.089
20 H -0.424 1.926 2.383  C8 1.092
21 H -1.242 2.598 1.055  C8 1.091
22 H 0.503 2.900 1.206  C8 1.090

Want to see where the charge sits? The natural (NBO) charges in e are: -0.41, -0.52, -0.69, -0.43, -0.44, -0.85, -0.05, -0.64, 0.20, 0.20, 0.17, 0.18, 0.30, 0.33, 0.22, 0.19, 0.20, 0.24, 0.18, 0.20, 0.22, 0.21

***

(7)
Entry from the Open Molecules 2025 dataset: a cluster of 2 separate species, C6H14NS2 in total (ωB97M-V/def2-TZVPD).

M (g mol⁻¹): 164.32
Lowest unoccupied orbital energy (alpha / beta) (eV): -3.324 / -5.663
Calculated total energy (Ha): -1087.67015
Charge: +1
Spin multiplicity: 3

Bonds (Å) are listed after each position.
Geometry (Å):
1 C 2.362 0.427 0.486  C2 1.552, C3 1.491, H10 1.091, H11 1.122
2 C 1.769 1.006 -0.827  C1 1.552, C3 1.496, H12 1.123, H13 1.137
3 C 0.925 0.813 0.393  C1 1.491, C2 1.496, N7 1.560
4 C -0.432 -2.220 0.748  C6 1.496, H14 1.106, H15 1.160, H16 1.108
5 C -0.894 -1.069 -1.483  C6 1.451, H17 1.037, H18 1.192, H19 1.123
6 C -0.962 -1.060 -0.033  C4 1.496, C5 1.451, S9 1.780
7 N 0.388 2.114 1.066  C3 1.560, H20 1.035, H21 1.122, H22 1.017
8 S -3.124 1.099 -0.388  S9 1.993, H23 1.318
9 S -2.345 -0.304 0.793  C6 1.780, S8 1.993
10 H 2.453 -0.660 0.482  C1 1.091
11 H 3.190 0.794 1.147  C1 1.122
12 H 2.260 1.995 -1.030  C2 1.123
13 H 1.563 0.325 -1.713  C2 1.137
14 H -0.906 -3.143 0.365  C4 1.106
15 H -0.754 -2.326 1.858  C4 1.160
16 H 0.663 -2.329 0.879  C4 1.108
17 H -1.771 -1.310 -1.981  C5 1.037
18 H -0.598 -0.022 -1.969  C5 1.192
19 H -0.162 -1.788 -1.938  C5 1.123
20 H 0.859 2.421 1.935  N7 1.035
21 H -0.690 1.874 1.265  N7 1.122
22 H 0.524 2.824 0.351  N7 1.017
23 H -4.318 0.540 -0.407  S8 1.318

Want to see where the charge sits? The natural (NBO) charges in e are: -0.49, -0.49, 0.29, -0.70, -0.70, -0.15, -0.77, -0.13, 0.17, 0.26, 0.27, 0.24, 0.28, 0.24, 0.24, 0.23, 0.24, 0.21, 0.24, 0.45, 0.49, 0.44, 0.16

***

(8)
Entry from the Open Molecules 2025 dataset: the ion C6H14NSi with charge +1 (ωB97M-V/def2-TZVPD).

M (g mol⁻¹): 128.27
Lowest unoccupied orbital energy (alpha / beta) (eV): -3.266 / -6.732
Calculated total energy (Ha): -580.83533
Charge: +1
Spin multiplicity: 3

Bonds (Å) are listed after each position.
Geometry (Å):
1 C -0.528 1.101 -0.995  C2 1.533, C3 1.537, H9 1.093, H10 1.091
2 C 0.248 2.242 -0.327  C1 1.533, C4 1.494, H11 1.096, H12 1.094
3 C 0.230 -0.229 -1.126  C1 1.537, N7 1.476, H13 1.095, H14 1.095
4 C 0.401 2.256 1.158  C2 1.494, C5 1.335, H15 1.084
5 C 0.100 1.304 2.044  C4 1.335, Si8 1.907, H16 1.081
6 C 0.385 -2.551 -0.355  N7 1.465, H17 1.089, H18 1.088, H19 1.091
7 N -0.380 -1.302 -0.316  C3 1.476, C6 1.465, Si8 2.135, H20 1.020
8 Si -0.569 -0.432 1.624  C5 1.907, N7 2.135, H21 1.459, H22 1.462
9 H -1.471 0.954 -0.463  C1 1.093
10 H -0.792 1.451 -1.995  C1 1.091
11 H 1.249 2.314 -0.767  C2 1.096
12 H -0.252 3.178 -0.598  C2 1.094
13 H 0.265 -0.545 -2.174  C3 1.095
14 H 1.263 -0.104 -0.785  C3 1.095
15 H 0.818 3.187 1.526  C4 1.084
16 H 0.286 1.480 3.094  C5 1.081
17 H 1.344 -2.422 0.144  C6 1.089
18 H -0.168 -3.336 0.156  C6 1.088
19 H 0.570 -2.863 -1.384  C6 1.091
20 H -1.315 -1.480 -0.680  N7 1.020
21 H 0.206 -1.503 2.240  Si8 1.459
22 H -2.027 -0.550 1.614  Si8 1.462

Want to see where the charge sits? The natural (NBO) charges in e are: -0.44, -0.47, -0.24, -0.15, -0.42, -0.43, -0.61, 1.11, 0.21, 0.26, 0.24, 0.26, 0.22, 0.21, 0.20, 0.24, 0.22, 0.23, 0.23, 0.42, -0.14, -0.15

***

no.,largest force on an atom (eV/A)
1,3.09
2,1.50
3,6.88
4,5.66
5,4.51
6,2.18
7,4.17
8,9.01